C5H9N2 | ωB97M-V with the def2-TZVPD basis set

Element x y z (Å)
C  -1.270  -0.647  -0.969
C  -2.383  0.255  0.600
C  -0.298  0.088  -0.152
C  0.725  -1.215  0.658
C  0.710  1.034  -0.769
N  -2.471  -0.538  -0.484
N  -1.154  0.643  0.843
H  -1.060  -1.228  -1.848
H  -3.248  0.529  1.182
H  1.493  -0.663  1.177
H  1.103  -1.825  -0.148
H  0.070  -1.759  1.323
H  1.354  1.462  -0.005
H  0.197  1.841  -1.288
H  1.330  0.504  -1.485
H  -0.843  1.249  1.593

For the HOMO energy (spin up / spin down), the calculation gives -11.804 / -15.504 eV. The HOMO-LUMO gap (spin up / spin down) comes out at 8.75 / 6.14 eV. The calculation puts the strongest force on any atom at 4.094 eV Å⁻¹. Its spin multiplicity is 3. The charge is +1.

=====

C4H12S | ωB97M-V with the def2-TZVPD basis set

Element x y z (Å)
C  0.213  0.648  2.467
S  0.464  0.988  0.695
C  -0.730  2.406  0.383
H  0.496  -0.413  2.522
H  1.227  1.245  2.913
H  -0.751  1.016  2.945
H  -1.392  2.568  1.177
H  -0.997  2.514  -0.716
H  -0.106  3.324  0.523
C  -0.839  -2.757  -2.219
C  0.516  -2.221  -1.916
H  -1.544  -2.712  -1.419
H  -1.259  -1.936  -2.894
H  -0.910  -3.544  -2.899
H  0.583  -1.166  -1.748
H  0.995  -2.663  -1.042
H  1.279  -2.486  -2.769

For the HOMO energy, the calculation gives -8.275 eV. The SMILES is CSC.CC. The HOMO-LUMO gap comes out at 9.25 eV. The calculation puts the strongest force on any atom at 4.435 eV Å⁻¹.

=====

C3H9NO3 | ωB97M-V with the def2-TZVPD basis set

Element x y z (Å)
O  0.204  1.660  -2.242
C  0.244  1.099  -1.173
N  0.123  -0.258  -1.026
C  -0.094  -0.842  0.325
C  1.140  -1.607  0.806
O  1.955  -0.759  1.626
H  0.390  1.691  -0.252
H  -0.422  -0.673  -1.767
H  -0.258  -0.021  1.030
H  -0.977  -1.471  0.257
H  0.959  -2.514  1.391
H  1.678  -1.966  -0.082
H  2.728  -0.481  1.113
O  -2.635  2.336  0.237
H  -2.642  1.400  0.455
H  -2.393  2.407  -0.700

For the HOMO energy, the calculation gives -10.110 eV. The SMILES is O=CNCCO.O. The HOMO-LUMO gap comes out at 10.73 eV. The calculation puts the strongest force on any atom at 1.283 eV Å⁻¹.

=====

Here are the calculated energy above the lowest of the compared OMol25 structures with the same formula, charge and spin numbers, same order: 14.5; 40.8; 33.3 (kcal/mol).